<w>
# C2H3NO3S

An isolated molecule of C2H3NO3S (ωB97M-V/def2-TZVPD, OMol25).

The geometry in XYZ format:
```
10
C2H3NO3S | OMol25 | ωB97M-V/def2-TZVPD
C 1.497 0.862 -0.025
C 0.460 -0.152 -0.160
N -0.388 -0.154 1.012
O 1.307 2.077 -0.043
O -1.154 -1.290 1.138
O -2.085 -0.157 -0.970
S -1.115 0.748 -0.399
H 2.536 0.461 0.016
H 0.431 -0.984 -0.822
H -1.488 -1.413 0.252
```

The multiplicity is 1. As for the net charge: 0.


<x>
# C2H3NO3S

A 2-piece molecular cluster, C2H3NO3S overall (ωB97M-V/def2-TZVPD, OMol25).

The geometry in XYZ format:
```
10
C2H3NO3S | OMol25 | ωB97M-V/def2-TZVPD
C 1.056 -0.006 -0.077
C 0.134 -1.050 -0.256
H -1.884 2.421 0.352
H 0.704 1.879 -0.031
H -1.257 -2.141 0.842
N 0.172 1.071 0.345
O -0.908 1.096 -0.704
O -0.432 -1.478 1.031
O -0.211 -1.585 -1.335
S 2.628 -0.207 -0.167
```

The multiplicity is 1. As for the net charge: 0.


<y>
# C2H3NO3S

An isolated molecule of C2H3NO3S (ωB97M-V/def2-TZVPD, OMol25).

The geometry in XYZ format:
```
10
C2H3NO3S | OMol25 | ωB97M-V/def2-TZVPD
C 0.622 -1.025 0.132
C -1.465 0.174 0.026
N 1.716 1.978 -0.498
O 0.165 -2.098 -0.105
O 1.904 -0.733 0.240
O -0.079 0.113 0.308
S 2.561 0.955 0.027
H -1.728 -0.485 -0.801
H -1.650 1.214 -0.241
H -2.045 -0.094 0.911
```

The multiplicity is 1. As for the net charge: 0.


<y> is the most stable structure; the next one sits 57.4 kcal/mol above it.


<w>
# C9H23N5O12

A 6-piece molecular cluster, C9H23N5O12 overall (ωB97M-V/def2-TZVPD, OMol25).

The geometry in XYZ format:
```
49
C9H23N5O12 | OMol25 | ωB97M-V/def2-TZVPD
C 2.151 1.408 -5.355
N 1.124 1.048 -4.303
O 0.821 1.920 -3.527
O 0.683 -0.080 -4.339
H 2.574 0.497 -5.756
H 2.905 1.959 -4.800
H 1.622 2.059 -6.041
C -0.530 -4.189 0.522
N -1.180 -5.208 -0.348
O -0.466 -5.840 -1.102
O -2.386 -5.356 -0.233
H -1.309 -3.581 0.960
H 0.136 -3.633 -0.130
H 0.004 -4.804 1.245
C -6.503 3.085 1.109
N -6.247 2.245 -0.112
O -5.205 2.400 -0.726
O -7.192 1.569 -0.493
H -6.821 4.031 0.680
H -5.608 3.180 1.712
H -7.304 2.588 1.642
C 2.214 0.645 3.285
N 2.806 1.470 2.194
O 3.976 1.766 2.276
O 2.048 1.836 1.326
H 1.176 0.434 3.056
H 2.366 1.238 4.183
H 2.773 -0.282 3.391
C 5.349 -1.168 0.724
N 4.028 -1.861 1.022
O 3.001 -1.269 0.714
O 4.091 -2.998 1.456
H 5.189 -0.212 0.252
H 5.834 -1.905 0.084
H 5.861 -1.199 1.682
C 0.267 -0.951 -1.031
C -0.271 -0.521 0.349
O -1.138 0.589 0.114
C -1.361 1.392 1.169
C -2.204 2.564 0.799
O -0.982 1.146 2.280
H -0.434 -1.576 -1.579
H 1.166 -1.538 -0.834
H 0.537 -0.050 -1.571
H -0.794 -1.282 0.930
H 0.581 -0.193 0.946
H -1.823 3.530 1.132
H -3.152 2.392 1.311
H -2.371 2.705 -0.265
```

The multiplicity is 1. The SMILES is C[N+](=O)[O-].C[N+](=O)[O-].C[N+](=O)[O-].C[N+](=O)[O-].C[N+](=O)[O-].CCOC(C)=O. As for the net charge: 0.


<x>
# C9H23N5O12

A 6-piece molecular cluster, C9H23N5O12 overall (ωB97M-V/def2-TZVPD, OMol25).

The geometry in XYZ format:
```
49
C9H23N5O12 | OMol25 | ωB97M-V/def2-TZVPD
C -10.763 0.492 -5.270
N -12.242 0.538 -5.158
O -12.933 0.676 -6.181
O -12.761 0.628 -4.037
H -10.252 1.449 -5.166
H -10.495 -0.117 -6.134
H -10.613 -0.208 -4.448
C -10.311 4.626 -8.323
N -10.325 3.358 -7.547
O -11.262 3.240 -6.749
O -9.456 2.521 -7.559
H -10.275 4.389 -9.387
H -9.347 5.028 -8.011
H -11.199 5.155 -7.977
C -6.763 3.719 -9.302
N -6.000 4.618 -8.374
O -4.787 4.489 -8.276
O -6.655 5.417 -7.703
H -5.982 3.304 -9.939
H -7.463 4.278 -9.922
H -7.182 3.012 -8.587
C -11.939 0.756 -9.437
N -10.911 0.449 -10.470
O -9.775 0.917 -10.448
O -11.261 -0.323 -11.424
H -12.014 -0.075 -8.736
H -12.891 1.105 -9.839
H -11.518 1.660 -8.995
C -10.679 5.852 -12.993
N -10.031 4.856 -12.051
O -8.902 5.109 -11.638
O -10.618 3.846 -11.724
H -11.400 6.489 -12.481
H -11.016 5.318 -13.882
H -9.833 6.497 -13.232
C -12.603 6.754 -6.491
C -11.761 7.776 -5.627
O -10.416 7.829 -5.961
C -9.717 8.815 -5.434
C -8.272 8.737 -5.789
O -10.114 9.769 -4.877
H -12.362 5.768 -6.096
H -12.404 6.797 -7.561
H -13.669 6.971 -6.421
H -12.249 8.747 -5.716
H -11.940 7.600 -4.566
H -7.667 8.224 -5.041
H -7.894 9.756 -5.867
H -8.234 8.328 -6.798
```

The multiplicity is 1. The SMILES is C[N+](=O)[O-].C[N+](=O)[O-].C[N+](=O)[O-].C[N+](=O)[O-].C[N+](=O)[O-].CCOC(C)=O. As for the net charge: 0.


<w> is the most stable structure; the next one sits 26.1 kcal/mol above it.


<w>
# CH2N4O

An isolated molecule of CH2N4O (ωB97M-V/def2-TZVPD, OMol25).

The geometry in XYZ format:
```
8
CH2N4O | OMol25 | ωB97M-V/def2-TZVPD
O 1.003 1.260 1.610
C 0.295 0.596 0.828
N -0.965 -0.243 1.237
N -1.242 -0.867 0.172
N -0.428 -0.684 -0.753
N 0.476 0.403 -0.514
H -0.335 -1.260 -1.576
H 1.196 0.795 -1.003
```

The multiplicity is 1. The SMILES is O=c1nn[nH][nH]1. As for the net charge: 0.


<x>
# CH2N4O

An isolated molecule of CH2N4O (ωB97M-V/def2-TZVPD, OMol25).

The geometry in XYZ format:
```
8
CH2N4O | OMol25 | ωB97M-V/def2-TZVPD
N -0.983 -0.997 0.377
C -0.144 -0.005 -0.066
N 0.455 0.860 0.786
N 1.133 1.653 0.091
O 1.002 1.312 -1.205
N 0.180 0.233 -1.313
H -1.156 -1.244 1.353
H -0.487 -1.812 -0.023
```

The multiplicity is 1. The SMILES is Nc1nnon1. As for the net charge: 0.


<x> is the most stable structure; the next one sits 1.6 kcal/mol above it.


<w>
# CH2N4O

An isolated molecule of CH2N4O (ωB97M-V/def2-TZVPD, OMol25).

The geometry in XYZ format:
```
8
CH2N4O | OMol25 | ωB97M-V/def2-TZVPD
N 1.414 0.005 0.053
C 0.109 -0.035 -0.252
N -0.590 0.121 0.943
N -1.800 0.076 0.676
O -1.939 -0.100 -0.646
N -0.689 -0.172 -1.264
H 2.197 -0.052 -0.588
H 1.297 0.156 1.079
```

The multiplicity is 1. The SMILES is Nc1nnon1. As for the net charge: 0.


<x>
# CH2N4O

A 2-piece molecular cluster, CH2N4O overall (ωB97M-V/def2-TZVPD, OMol25).

The geometry in XYZ format:
```
8
CH2N4O | OMol25 | ωB97M-V/def2-TZVPD
C 2.526 -0.440 -2.404
N -0.564 0.828 0.541
N -1.514 0.815 1.334
N -2.427 1.054 1.967
N 0.069 -0.271 0.095
O 1.391 -0.472 -2.601
H 0.929 -0.434 0.669
H -0.410 -1.081 0.400
```

The multiplicity is 1. As for the net charge: 0.


<y>
# CH2N4O

An isolated molecule of CH2N4O (ωB97M-V/def2-TZVPD, OMol25).

The geometry in XYZ format:
```
8
CH2N4O | OMol25 | ωB97M-V/def2-TZVPD
O 1.692 -0.086 0.004
N 0.447 -0.052 -0.084
C -0.472 0.916 0.019
N -1.736 0.389 0.014
N -1.471 -0.948 0.055
N -0.275 -1.195 -0.165
H 1.888 -1.011 0.451
H -0.073 1.985 -0.293
```

The multiplicity is 1. The SMILES is On1cnnn1. As for the net charge: 0.


<z>
# CH2N4O

An isolated molecule of CH2N4O (ωB97M-V/def2-TZVPD, OMol25).

The geometry in XYZ format:
```
8
CH2N4O | OMol25 | ωB97M-V/def2-TZVPD
N -1.318 0.406 -0.541
C -0.216 -0.280 -0.115
N 0.144 -1.447 0.038
O 2.020 -1.024 0.588
N 1.934 0.198 0.527
N 0.986 0.866 0.224
H -1.359 1.372 -0.245
H -2.192 -0.092 -0.476
```

The multiplicity is 1. As for the net charge: 0.


<w> is the most stable structure; the next one sits 16.4 kcal/mol above it.